1.
{"formula": "H4O2", "method": "wB97M-V/def2-TZVPD", "elements": ["H", "H", "H", "H", "O", "O"], "positions_angstrom": [[-0.55230, 0.53600, -0.07838], [-1.59534, 0.28075, 0.90551], [1.45534, -0.08475, 0.22813], [1.16537, -1.25654, -0.63063], [-1.44284, 0.82086, 0.13563], [0.96978, -0.29632, -0.56026]], "forces_ev_per_angstrom": [[0.31, -0.02, -0.68], [-0.56, -0.15, 0.51], [0.49, 0.55, 0.63], [-0.46, 0.80, -0.29], [-0.17, 0.24, 0.15], [0.40, -1.41, -0.32]], "lumo_ev": 0.5278, "e_tot_ha": -152.8690, "spin_multiplicity": 1, "gap_ev": 11.40, "de_lowest_ev": 0.162, "smiles": "O.O"}

2.
{"formula": "H4O2", "method": "wB97M-V/def2-TZVPD", "elements": ["H", "H", "H", "H", "O", "O"], "positions_angstrom": [[-1.72686, 0.97752, -0.19579], [-0.70857, -0.36982, -0.03253], [1.18949, -0.03427, 0.86481], [1.77652, -0.62061, -0.45287], [-1.69616, -0.09033, -0.05965], [1.16557, 0.13751, -0.12398]], "forces_ev_per_angstrom": [[0.57, -4.19, 0.50], [-2.30, 1.34, -0.37], [-0.03, 0.53, -1.58], [-1.53, 1.98, 0.60], [1.54, 2.92, -0.26], [1.75, -2.59, 1.11]], "lumo_ev": 0.5192, "e_tot_ha": -152.8532, "spin_multiplicity": 1, "gap_ev": 11.27, "de_lowest_ev": 0.591, "smiles": "O.O"}

3.
{"formula": "H4O2", "method": "wB97M-V/def2-TZVPD", "elements": ["H", "H", "H", "H", "O", "O"], "positions_angstrom": [[0.69016, -0.12359, -0.97255], [1.63224, -1.22845, -0.93591], [-1.57338, 0.28212, 0.29203], [-1.46077, 0.69483, 1.78956], [1.65684, -0.27450, -1.16668], [-0.94508, 0.64959, 0.99355]], "forces_ev_per_angstrom": [[1.44, 0.58, -0.29], [0.76, 0.62, -0.29], [1.19, 0.83, 1.63], [-0.42, 0.00, 0.54], [-2.13, -1.17, 0.64], [-0.84, -0.87, -2.23]], "lumo_ev": 0.5763, "e_tot_ha": -152.8619, "spin_multiplicity": 1, "gap_ev": 11.87, "de_lowest_ev": 0.355, "smiles": "O.O"}

4.
{"formula": "H4O2", "method": "wB97M-V/def2-TZVPD", "elements": ["H", "H", "H", "H", "O", "O"], "positions_angstrom": [[0.72195, 0.66568, 1.39623], [0.30771, -0.71455, 1.88793], [-1.29802, 0.14060, -2.03259], [0.05102, 0.12976, -1.36197], [0.69311, 0.14896, 2.15966], [-0.47577, -0.37045, -2.04926]], "forces_ev_per_angstrom": [[0.07, 1.28, -1.91], [0.43, 0.97, 0.27], [0.01, -0.29, -0.25], [-0.61, -1.00, -1.22], [-0.50, -2.25, 1.66], [0.59, 1.29, 1.45]], "lumo_ev": 0.3856, "e_tot_ha": -152.8625, "spin_multiplicity": 1, "gap_ev": 12.22, "de_lowest_ev": 0.338, "smiles": "O.O"}

5.
{"formula": "H4O2", "method": "wB97M-V/def2-TZVPD", "elements": ["H", "H", "H", "H", "O", "O"], "positions_angstrom": [[1.39113, 0.53403, 0.64520], [1.65848, -0.77370, 0.02869], [-0.63180, -0.21656, -0.17877], [-1.91859, 0.57843, -0.46477], [1.08668, 0.00525, -0.10746], [-1.58589, -0.12745, 0.07712]], "forces_ev_per_angstrom": [[-0.48, 0.33, -0.21], [-0.49, 0.13, -0.52], [-1.05, 0.20, 0.41], [-0.25, 0.41, -0.34], [1.41, -0.51, 0.64], [0.86, -0.56, 0.02]], "lumo_ev": 0.6277, "e_tot_ha": -152.8709, "spin_multiplicity": 1, "gap_ev": 11.29, "de_lowest_ev": 0.111, "smiles": "O.O"}

6.
{"formula": "H4O2", "method": "wB97M-V/def2-TZVPD", "elements": ["H", "H", "H", "H", "O", "O"], "positions_angstrom": [[0.72521, 0.20529, 0.90079], [1.09615, -1.08147, 0.26889], [-0.64447, -0.16878, -0.87747], [-1.70726, 0.89552, -0.75463], [1.48340, -0.37135, 0.74854], [-0.95303, 0.52080, -0.28611]], "forces_ev_per_angstrom": [[0.11, 0.18, 0.05], [-0.23, -1.08, -0.52], [0.12, -0.07, -0.13], [0.01, 0.10, 0.18], [0.34, 0.81, 0.58], [-0.34, 0.07, -0.16]], "lumo_ev": 0.5738, "e_tot_ha": -152.8682, "spin_multiplicity": 1, "gap_ev": 11.79, "de_lowest_ev": 0.183, "smiles": "O.O"}

7.
{"formula": "H4O2", "method": "wB97M-V/def2-TZVPD", "elements": ["H", "H", "H", "H", "O", "O"], "positions_angstrom": [[-0.39799, 1.46347, -0.90111], [-1.51277, 0.53462, -0.29846], [0.75900, -1.58337, 0.85076], [0.63767, -0.26580, 0.21665], [-0.60850, 0.55018, -0.74996], [1.12259, -0.69911, 0.88213]], "forces_ev_per_angstrom": [[0.02, 0.73, -0.07], [1.96, 0.18, -0.95], [0.11, -0.36, 0.19], [-1.04, 1.20, -1.41], [-2.24, -0.67, 0.72], [1.19, -1.08, 1.53]], "lumo_ev": 0.6391, "e_tot_ha": -152.8686, "spin_multiplicity": 1, "gap_ev": 11.44, "de_lowest_ev": 0.172, "smiles": "O.O"}

8.
{"formula": "H4O2", "method": "wB97M-V/def2-TZVPD", "elements": ["H", "H", "H", "H", "O", "O"], "positions_angstrom": [[-0.97094, 0.73863, 0.13897], [-2.35376, 0.14884, -0.13124], [0.83963, -0.55489, 0.12435], [2.36507, -0.38953, -0.02354], [-1.44262, -0.07319, -0.04585], [1.56263, 0.13013, -0.06270]], "forces_ev_per_angstrom": [[0.04, 0.34, -0.01], [-0.98, 0.31, -0.07], [1.40, 1.45, -0.48], [0.32, -0.06, 0.00], [1.03, -0.62, 0.10], [-1.80, -1.42, 0.47]], "lumo_ev": 0.9609, "e_tot_ha": -152.8697, "spin_multiplicity": 1, "gap_ev": 12.38, "de_lowest_ev": 0.142, "smiles": "O.O"}

9.
{"formula": "H4O2Si", "method": "wB97M-V/def2-TZVPD", "elements": ["O", "O", "Si", "H", "H", "H", "H"], "positions_angstrom": [[-1.53278, -0.09926, 0.39109], [-0.88518, 0.25929, -0.83283], [0.99912, -0.02601, 0.06845], [-2.55424, -0.25865, 0.16934], [1.65226, -0.27212, -1.14789], [1.14484, -0.99988, 1.08378], [1.17598, 1.39663, 0.26806]], "forces_ev_per_angstrom": [[-3.93, -0.68, 0.60], [3.52, -0.94, 1.24], [-4.10, 2.14, -2.81], [3.38, 0.60, 0.33], [1.02, -0.73, -1.09], [-0.18, -0.65, 0.83], [0.28, 0.26, 0.90]], "lumo_ev": 0.3055, "e_tot_ha": -442.2044, "spin_multiplicity": 1, "gap_ev": 9.18, "de_lowest_ev": 6.205, "smiles": "OO[SiH3]"}

10.
{"formula": "H4O2Si2", "method": "wB97M-V/def2-TZVPD", "elements": ["O", "O", "Si", "Si", "H", "H", "H", "H"], "positions_angstrom": [[-0.50974, 0.02839, -0.02162], [3.00074, -0.89572, 0.10263], [2.67301, 0.58223, 0.19978], [-1.76807, -0.75252, 0.02940], [2.07635, 1.32629, 1.37880], [2.62822, 1.45414, -0.91848], [-2.33552, -1.01981, 1.40423], [-2.77310, -1.13999, -0.97615]], "forces_ev_per_angstrom": [[2.18, 1.14, -0.71], [0.37, 0.03, 0.20], [-1.50, -0.39, 1.07], [-2.44, -0.83, 1.67], [0.58, -0.47, -0.28], [0.28, 0.71, -1.00], [0.18, -0.17, -0.58], [0.34, -0.03, -0.38]], "lumo_ev": -0.6411, "e_tot_ha": -731.8050, "spin_multiplicity": 1, "gap_ev": 9.44, "de_lowest_ev": 4.860, "smiles": "O=[SiH2].O=[SiH2]"}

11.
{"formula": "H4O3P2", "method": "wB97M-V/def2-TZVPD", "elements": ["O", "O", "O", "P", "P", "H", "H", "H", "H"], "positions_angstrom": [[-2.20253, -1.04971, 0.12882], [-0.95533, 1.04451, -0.01977], [0.91332, -1.25719, -0.26755], [1.30742, 0.14251, -0.01247], [-2.30162, 0.53451, -0.09500], [-1.43336, -1.54764, 0.15676], [2.78870, 0.34786, 0.18384], [0.77453, 0.83805, 0.94754], [1.10887, 0.94711, -1.02217]], "forces_ev_per_angstrom": [[-3.85, 1.83, -0.27], [0.81, 1.77, -0.32], [-0.51, -0.76, 0.35], [3.77, -1.78, -0.39], [-1.32, -2.11, 0.20], [3.16, -1.27, 0.02], [-1.53, -0.41, -0.06], [-0.39, 1.07, 2.55], [-0.15, 1.66, -2.08]], "lumo_ev": -0.3497, "e_tot_ha": -910.8339, "spin_multiplicity": 1, "gap_ev": 10.09, "de_lowest_ev": 0.759, "smiles": "O=[PH3].O=PO"}

12.
{"formula": "H4O4SSi", "method": "wB97M-V/def2-TZVPD", "elements": ["O", "O", "O", "O", "Si", "S", "H", "H", "H", "H"], "positions_angstrom": [[-1.38533, 0.67368, 0.72844], [-0.10914, -1.53356, 0.88474], [-1.89942, -1.06306, -1.27045], [1.39633, 0.76936, -0.94872], [-1.04183, -0.69506, 0.05135], [2.03300, 1.23689, 0.23790], [-1.71659, 1.50396, 0.32028], [1.29149, 0.69033, 1.25736], [-1.60789, -1.84759, -1.86361], [3.03939, 0.26504, 0.60270]], "forces_ev_per_angstrom": [[-1.21, 3.16, -0.15], [0.53, -0.89, -0.05], [0.72, -1.54, -1.55], [-2.09, -1.11, -3.64], [0.76, -1.37, -0.43], [2.30, -0.29, 3.78], [0.24, -1.16, 0.30], [0.15, 0.22, 0.25], [-0.65, 2.04, 1.77], [-0.75, 0.94, -0.29]], "lumo_ev": 0.0127, "e_tot_ha": -991.0808, "spin_multiplicity": 1, "gap_ev": 9.95, "de_lowest_ev": 0.000}

13.
{"formula": "H4OS", "method": "wB97M-V/def2-TZVPD", "elements": ["O", "H", "H", "S", "H", "H"], "positions_angstrom": [[0.25364, -3.08093, -1.38714], [0.72578, -3.09943, -0.52401], [0.59291, -2.27491, -1.83823], [-0.12720, 0.79274, 0.40667], [0.22766, 0.04203, 1.46603], [-1.14225, -0.03441, 0.09488]], "forces_ev_per_angstrom": [[0.79, 0.79, 0.43], [-0.48, 0.07, -0.96], [-0.33, -0.83, 0.54], [-0.07, -0.25, 0.08], [-0.06, 0.11, -0.14], [0.14, 0.10, 0.04]], "lumo_ev": 0.6961, "e_tot_ha": -475.8081, "spin_multiplicity": 1, "gap_ev": 10.66, "de_lowest_ev": 0.081, "smiles": "O.S"}

14.
{"formula": "H4OS", "method": "wB97M-V/def2-TZVPD", "elements": ["S", "H", "H", "H", "H", "O"], "positions_angstrom": [[-0.32069, -0.43020, -1.26536], [-1.21666, 0.46881, -0.86510], [0.18134, -0.68619, -0.05831], [0.53064, 1.57169, 1.97640], [1.34795, 0.41180, 2.44592], [0.51434, 0.60840, 2.00408]], "forces_ev_per_angstrom": [[0.13, -0.27, -0.61], [-0.03, 0.08, 0.30], [-0.12, 0.21, 0.26], [-0.22, -0.01, -0.15], [-0.05, -0.24, 0.00], [0.29, 0.23, 0.19]], "lumo_ev": 0.6748, "e_tot_ha": -475.8092, "spin_multiplicity": 1, "gap_ev": 10.09, "de_lowest_ev": 0.049, "smiles": "O.S"}

15.
{"formula": "H4OS", "method": "wB97M-V/def2-TZVPD", "elements": ["O", "H", "H", "S", "H", "H"], "positions_angstrom": [[-0.29942, -1.64823, 0.31305], [0.61636, -1.29737, 0.39351], [-0.87101, -0.84751, 0.29362], [0.37185, 0.67872, -0.23781], [-0.35568, 1.28133, -1.19661], [0.53791, 1.83306, 0.43423]], "forces_ev_per_angstrom": [[-0.09, -0.88, 0.31], [-1.34, -0.83, 0.06], [0.71, -1.22, 0.33], [0.48, 2.95, -0.52], [0.18, -0.07, 0.02], [0.06, 0.05, -0.20]], "lumo_ev": 0.6827, "e_tot_ha": -475.7760, "spin_multiplicity": 1, "gap_ev": 10.73, "de_lowest_ev": 0.955, "smiles": "O.S"}

16.
{"formula": "H4OS2", "method": "wB97M-V/def2-TZVPD", "elements": ["S", "S", "H", "H", "H", "H", "O"], "positions_angstrom": [[-0.35373, -1.56720, -1.14188], [-0.98298, -0.11692, -2.43977], [0.92946, -1.62981, -1.53741], [-0.74299, 0.95050, -1.65708], [0.17143, 0.04077, 2.13129], [0.87643, 1.32259, 2.56369], [0.10238, 1.00007, 2.08117]], "forces_ev_per_angstrom": [[0.12, -0.14, 0.07], [-0.05, 0.19, -0.02], [-0.04, -0.02, 0.04], [-0.02, -0.04, -0.03], [-0.05, 0.03, -0.07], [-0.24, -0.06, -0.14], [0.28, 0.04, 0.16]], "lumo_ev": 0.3530, "e_tot_ha": -873.9978, "spin_multiplicity": 1, "gap_ev": 10.07, "de_lowest_ev": 0.085, "smiles": "SS.O"}

17.
{"formula": "H4S2", "method": "wB97M-V/def2-TZVPD", "elements": ["S", "H", "H", "S", "H", "H"], "positions_angstrom": [[-3.93221, -0.79052, -0.96139], [-3.66567, -1.95405, -1.56718], [-4.09458, -1.26523, 0.26573], [3.37950, 1.60361, 0.92422], [4.55997, 1.47442, 1.50377], [3.75300, 0.93177, -0.16515]], "forces_ev_per_angstrom": [[0.02, 0.53, -0.49], [-0.04, -0.12, 0.29], [0.02, -0.41, 0.19], [-0.53, 0.15, -0.07], [0.44, -0.08, 0.16], [0.09, -0.08, -0.09]], "lumo_ev": 0.9679, "e_tot_ha": -798.7466, "spin_multiplicity": 1, "gap_ev": 10.76, "de_lowest_ev": 0.077, "smiles": "S.S"}

18.
{"formula": "H4S2Si", "method": "wB97M-V/def2-TZVPD", "elements": ["Si", "S", "S", "H", "H", "H", "H"], "positions_angstrom": [[-0.09774, -0.27485, -0.35190], [1.30614, 1.22284, 0.15501], [-2.00246, 0.35048, 0.19648], [-0.33940, -0.91057, -1.63085], [0.86966, -2.22646, 0.93574], [2.11600, 0.19628, -0.13935], [-1.85221, 1.64229, 0.83487]], "forces_ev_per_angstrom": [[0.93, -1.48, 2.28], [-0.16, -0.50, -0.64], [-1.02, 1.86, 0.96], [0.35, -0.04, -0.51], [-1.07, 2.02, -1.37], [0.71, 0.22, 0.17], [0.27, -2.08, -0.89]], "lumo_ev": -0.4074, "e_tot_ha": -1088.1723, "spin_multiplicity": 1, "gap_ev": 8.11, "de_lowest_ev": 3.081}

19.
{"formula": "H4S4", "method": "wB97M-V/def2-TZVPD", "elements": ["S", "S", "H", "H", "S", "S", "H", "H"], "positions_angstrom": [[-2.02583, 0.55676, 0.57163], [-2.03174, -1.53813, 0.11369], [-1.04529, 0.36495, 1.44652], [-3.24637, -1.71671, 0.65283], [1.91204, 1.35207, -0.95311], [2.26454, -0.34197, 0.19207], [2.01006, 0.66724, -2.12359], [1.04275, -0.45555, 0.69418]], "forces_ev_per_angstrom": [[0.16, -1.20, -0.46], [-0.37, 1.13, 0.06], [0.14, 0.34, 0.39], [0.08, -0.25, 0.03], [0.25, -0.65, -0.39], [0.38, 0.31, 0.04], [-0.21, 0.46, 0.28], [-0.44, -0.15, 0.06]], "lumo_ev": -0.0179, "e_tot_ha": -1595.1200, "spin_multiplicity": 1, "gap_ev": 9.31, "de_lowest_ev": 0.178, "smiles": "SS.SS"}

20.
{"formula": "H4S4", "method": "wB97M-V/def2-TZVPD", "elements": ["S", "S", "H", "H", "S", "S", "H", "H"], "positions_angstrom": [[-1.39267, 3.15214, 0.15963], [0.58240, 2.57958, -0.23941], [-1.66684, 3.65627, -0.96375], [0.75628, 2.41550, 1.05742], [0.25865, -2.98059, -1.00171], [0.51167, -2.75447, 1.08121], [1.13794, -1.98405, -1.31565], [0.41185, -4.03422, 1.22657]], "forces_ev_per_angstrom": [[0.20, -1.06, 2.31], [-0.25, 0.08, -0.51], [-0.29, 1.03, -2.31], [0.35, -0.07, 0.52], [0.40, 0.84, 0.15], [-0.15, 1.13, -0.68], [-0.33, -0.57, 0.08], [0.08, -1.39, 0.46]], "lumo_ev": 0.1824, "e_tot_ha": -1595.1034, "spin_multiplicity": 1, "gap_ev": 8.81, "de_lowest_ev": 0.628, "smiles": "SS.SS"}